(1)
A 5-piece molecular cluster, C16H27N3O2S2 overall, computed with ωB97M-V/def2-TZVPD.

Results
charge: 0
energy relative to the best compared isomer or geometry (same formula, charge and spin): 0.0 kJ/mol
HOMO level: -7.78 eV
molecular weight: 357.545 g mol⁻¹

Each line ends with the natural charge from an NBO analysis.
Geometry (Å):
C (1.290, 3.399, 0.727)  -0.82
S (-0.412, 2.920, 0.354)  1.27
O (-0.391, 1.432, 0.355)  -1.02
C (-1.034, 3.439, 1.949)  -0.84
H (1.504, 2.849, 1.644)  0.24
H (1.390, 4.478, 0.815)  0.23
H (1.968, 3.040, -0.045)  0.24
H (-2.100, 3.218, 2.000)  0.24
H (-0.881, 4.509, 2.082)  0.24
H (-0.519, 2.894, 2.742)  0.23
C (1.303, -0.234, -1.936)  -0.85
S (1.631, -1.981, -2.098)  1.27
O (0.493, -2.675, -1.446)  -1.00
C (1.356, -2.061, -3.867)  -0.84
H (2.071, 0.337, -2.459)  0.22
H (1.343, 0.012, -0.874)  0.24
H (0.301, 0.019, -2.284)  0.25
H (0.287, -1.967, -4.067)  0.24
H (1.718, -3.014, -4.245)  0.24
H (1.843, -1.231, -4.379)  0.23
N (-1.800, -0.553, 1.906)  -0.52
C (-2.892, -1.078, 2.549)  -0.09
C (-2.982, -2.406, 2.204)  -0.31
C (-1.908, -2.680, 1.318)  -0.29
C (-1.197, -1.516, 1.153)  -0.10
H (-1.526, 0.415, 1.895)  0.43
H (-3.534, -0.460, 3.152)  0.21
H (-3.730, -3.075, 2.594)  0.22
H (-1.690, -3.616, 0.832)  0.23
H (-0.310, -1.333, 0.572)  0.23
N (-2.613, -0.394, -1.482)  -0.50
C (-2.326, -0.975, -2.673)  -0.09
C (-2.880, -0.207, -3.664)  -0.31
C (-3.566, 0.864, -3.019)  -0.32
C (-3.370, 0.715, -1.672)  -0.08
H (-2.343, -0.776, -0.589)  0.43
H (-1.638, -1.794, -2.792)  0.22
H (-2.874, -0.354, -4.731)  0.21
H (-4.120, 1.646, -3.511)  0.21
H (-3.703, 1.287, -0.822)  0.20
N (3.251, -1.093, 2.831)  -0.51
C (4.517, -0.619, 3.050)  -0.07
C (4.829, 0.245, 2.040)  -0.31
C (3.684, 0.316, 1.191)  -0.31
C (2.726, -0.486, 1.723)  -0.08
H (2.690, -1.582, 3.506)  0.41
H (5.127, -0.972, 3.863)  0.21
H (5.766, 0.758, 1.912)  0.22
H (3.526, 0.963, 0.343)  0.21
H (1.723, -0.621, 1.353)  0.22

Forces on atoms 1 to 2 (eV/Å):
0.0 -0.4 0.0
0.4 0.4 -0.3


(2)
C16H28B2Cl14F14NO4S2Sn as an isolated structure, computed with ωB97M-V/def2-TZVPD.

Results
charge: -1
HOMO level: -7.82 eV
molecular weight: 1265.186 g mol⁻¹

Each line ends with the Löwdin charge.
Geometry (Å):
Sn (1.009, -0.086, 0.408)  1.63
B (3.826, -2.513, 0.316)  -1.44
F (3.323, -1.650, -0.665)  0.02
F (3.531, -3.810, 0.097)  0.17
F (5.116, -2.236, 0.546)  0.19
F (3.138, -2.122, 1.496)  0.06
B (3.655, 1.621, 1.726)  -1.52
F (2.819, 1.117, 2.679)  0.12
F (4.902, 2.012, 2.296)  0.09
F (3.920, 0.534, 0.956)  0.10
F (3.103, 2.548, 0.928)  0.13
C (0.656, -3.542, 3.949)  -0.64
F (1.436, -4.140, 4.878)  0.13
F (1.056, -3.836, 2.747)  0.14
F (-0.635, -3.940, 4.149)  0.10
S (0.873, -1.679, 4.212)  0.73
O (0.521, -1.325, 5.610)  -0.30
O (2.284, -1.361, 3.959)  -0.27
N (-0.141, -1.008, 2.926)  -0.37
S (-1.336, -0.554, 3.728)  0.54
O (-2.016, -1.667, 4.491)  -0.33
O (-1.275, 0.756, 4.419)  -0.32
C (-2.527, -0.287, 2.247)  -0.61
F (-2.016, 0.718, 1.478)  -0.03
F (-2.719, -1.386, 1.483)  0.05
F (-3.792, -0.061, 2.663)  0.11
Cl (1.462, -3.822, -2.779)  0.59
C (0.662, -3.064, -4.193)  -0.64
C (1.212, -1.657, -4.453)  -0.60
Cl (0.902, -0.508, -3.080)  0.47
H (-0.403, -2.892, -4.033)  0.05
H (0.714, -3.710, -5.070)  0.07
H (0.922, -1.270, -5.430)  0.08
H (2.295, -1.772, -4.493)  0.05
Cl (-0.343, -6.764, 0.973)  0.53
C (-1.909, -6.014, 0.493)  -0.62
C (-1.988, -4.547, 0.964)  -0.67
Cl (-0.757, -3.494, 0.265)  0.57
H (-2.670, -6.704, 0.858)  0.07
H (-1.908, -5.908, -0.592)  0.05
H (-1.999, -4.523, 2.054)  0.07
H (-2.952, -4.168, 0.625)  0.04
Cl (7.404, 0.964, -2.630)  0.60
C (6.265, 0.071, -3.561)  -0.71
C (5.096, -0.237, -2.650)  -0.63
Cl (4.140, 1.208, -2.120)  0.56
H (6.707, -0.854, -3.932)  0.08
H (6.014, 0.686, -4.425)  0.06
H (5.494, -0.782, -1.794)  0.07
H (4.399, -0.800, -3.271)  0.05
Cl (-4.657, 5.362, -1.357)  0.57
C (-4.839, 4.577, 0.184)  -0.68
C (-3.485, 4.111, 0.632)  -0.66
Cl (-2.813, 2.889, -0.447)  0.54
H (-5.560, 3.801, -0.074)  0.06
H (-5.296, 5.259, 0.901)  0.08
H (-3.435, 3.576, 1.580)  0.06
H (-2.737, 4.905, 0.637)  0.07
Cl (0.195, 3.310, 2.206)  0.59
C (-0.592, 4.405, 3.371)  -0.64
C (-0.212, 4.053, 4.829)  -0.57
Cl (1.597, 4.371, 5.027)  0.50
H (-1.670, 4.296, 3.250)  0.05
H (-0.418, 5.445, 3.095)  0.07
H (-0.372, 3.073, 5.280)  0.05
H (-0.795, 4.640, 5.538)  0.07
Cl (-0.424, 5.458, -4.968)  0.57
C (-0.732, 3.999, -4.036)  -0.65
C (0.310, 3.903, -2.878)  -0.62
Cl (0.119, 2.509, -1.786)  0.47
H (-0.618, 3.148, -4.708)  0.07
H (-1.757, 4.037, -3.666)  0.06
H (0.261, 4.680, -2.114)  0.06
H (1.315, 4.014, -3.285)  0.07
Cl (-2.251, -0.306, -1.669)  0.57
C (-3.600, -0.776, -2.632)  -0.68
C (-4.265, -2.029, -2.131)  -0.75
Cl (-3.327, -3.437, -2.141)  0.66
H (-3.269, -0.878, -3.665)  0.08
H (-4.314, 0.046, -2.579)  0.08
H (-5.181, -2.162, -2.707)  0.08
H (-4.648, -1.822, -1.131)  0.08

Forces on atoms 1 to 2 (eV/Å):
2.6 -0.8 1.8
-0.6 1.0 2.0


(3)
C16H28ClO5P2ReS as an isolated structure, computed with ωB97M-V/def2-TZVPD.

Results
charge: +3
2S+1: 4
energy relative to the best compared isomer or geometry (same formula, charge and spin): 264.2 kJ/mol
HOMO level (spin up / spin down): -17.65 / -17.65 eV
molecular weight: 616.070 g mol⁻¹

Each line ends with the natural charge from an NBO analysis.
Geometry (Å):
C (0.566, -0.600, -7.748)  -0.74
C (0.309, -0.161, -6.336)  0.62
H (1.643, -0.630, -7.928)  0.26
H (0.079, 0.096, -8.437)  0.28
H (0.121, -1.586, -7.907)  0.27
O (1.098, 0.122, -5.494)  -0.55
Cl (-1.487, -0.092, -5.982)  -0.13
Re (0.179, -0.422, -1.146)  1.05
P (-0.043, 1.872, -1.391)  0.89
C (1.224, 2.939, -0.608)  -0.92
C (-0.048, 2.428, -3.136)  -0.93
H (-0.239, 3.504, -3.208)  0.29
H (-1.720, 3.604, -0.951)  0.29
H (-0.826, 1.872, -3.666)  0.27
H (-2.439, 1.980, -1.203)  0.27
H (2.209, 2.688, -1.011)  0.27
H (0.918, 2.195, -3.591)  0.28
C (-1.620, 2.534, -0.737)  -0.90
H (1.015, 3.998, -0.793)  0.29
H (-1.659, 2.371, 0.343)  0.23
H (1.238, 2.754, 0.469)  0.23
P (0.160, -2.738, -1.063)  0.89
C (1.508, -3.570, -0.143)  -0.93
C (-1.360, -3.436, -0.316)  -0.91
H (-0.604, -3.129, -3.312)  0.26
H (0.121, -4.621, -2.631)  0.29
H (1.162, -3.282, -3.201)  0.26
C (0.216, -3.533, -2.713)  -0.92
H (-2.220, -3.025, -0.851)  0.26
H (-1.366, -4.530, -0.379)  0.29
H (1.392, -4.658, -0.173)  0.28
H (1.499, -3.232, 0.897)  0.27
H (-1.420, -3.128, 0.732)  0.27
H (2.470, -3.295, -0.583)  0.26
C (1.701, -0.284, -0.156)  0.49
O (2.679, -0.196, 0.480)  -0.29
C (-0.016, 2.240, 7.309)  -0.69
C (-0.157, 1.598, 5.960)  0.24
C (-0.140, 0.203, 5.868)  -0.18
C (-0.273, -0.415, 4.628)  -0.12
C (-0.431, 0.343, 3.457)  -0.09
C (-0.446, 1.740, 3.537)  -0.17
C (-0.308, 2.366, 4.788)  -0.11
S (-0.617, -0.556, 1.910)  1.99
O (0.173, -1.853, 1.974)  -0.79
O (-1.920, -1.240, 2.352)  -0.70
O (-1.208, -0.301, 0.290)  -0.72
H (-0.842, 1.898, 7.968)  0.30
H (0.952, 1.938, 7.765)  0.30
H (-0.049, 3.346, 7.242)  0.26
H (-0.021, -0.406, 6.755)  0.28
H (-0.260, -1.498, 4.583)  0.29
H (-0.566, 2.338, 2.643)  0.24
H (-0.326, 3.448, 4.844)  0.27

Forces on atoms 1 to 2 (eV/Å):
0.1 0.1 0.2
0.0 -0.1 -0.4


(4)
C16H28F9Mn2N4O16S3 as an isolated structure, computed with ωB97M-V/def2-TZVPD.

Results
charge: -1
2S+1: 11
HOMO level (spin up / spin down): -5.50 / -6.13 eV
molecular weight: 909.471 g mol⁻¹

Each line ends with the Löwdin spin population.
Geometry (Å):
Mn (2.715, -1.898, -0.772)  4.72
Mn (-0.868, 0.328, -1.136)  4.71
C (0.348, -2.526, -4.665)  0.00
F (-0.195, -3.491, -3.861)  0.00
F (1.287, -3.102, -5.390)  0.00
F (-0.630, -2.091, -5.443)  0.00
S (1.054, -1.202, -3.591)  0.01
O (-0.116, -0.699, -2.900)  0.03
O (1.989, -1.954, -2.745)  0.04
O (1.671, -0.326, -4.523)  0.00
C (1.265, 4.213, -1.551)  0.00
F (0.792, 3.979, -0.313)  0.00
F (1.121, 5.493, -1.865)  0.00
F (2.574, 3.952, -1.494)  0.00
S (0.456, 3.113, -2.833)  0.01
O (-0.192, 2.025, -2.078)  0.04
O (-0.522, 3.982, -3.453)  0.00
O (1.536, 2.722, -3.669)  0.00
C (5.576, 1.771, -1.224)  0.00
F (6.539, 1.436, -0.352)  0.00
F (4.560, 2.309, -0.531)  0.00
F (6.065, 2.721, -2.023)  0.00
S (4.992, 0.347, -2.261)  0.01
O (4.116, -0.400, -1.341)  0.04
O (4.321, 0.983, -3.345)  0.00
O (6.215, -0.347, -2.593)  0.00
C (1.122, -0.425, 0.608)  0.02
O (-0.125, -0.250, 0.924)  0.04
O (1.941, -1.302, 1.125)  0.06
O (1.340, -0.163, -0.645)  0.09
C (-1.990, 2.869, 0.399)  0.01
O (-2.042, 1.705, 0.010)  0.04
N (-3.020, 3.730, 0.355)  0.01
C (-3.005, 4.977, 1.064)  0.00
C (-4.254, 3.343, -0.255)  0.00
H (-1.094, 3.252, 0.881)  0.00
H (-3.018, 5.828, 0.374)  0.00
H (-2.142, 5.113, 1.715)  0.00
H (-3.872, 5.107, 1.721)  0.00
H (-4.641, 4.168, -0.862)  0.00
H (-4.159, 2.499, -0.931)  0.00
H (-5.050, 3.084, 0.454)  0.00
C (5.111, -2.953, 1.392)  0.01
O (4.414, -2.870, 0.390)  0.03
N (5.531, -1.934, 2.132)  0.00
C (6.350, -2.178, 3.302)  0.00
C (5.056, -0.576, 2.011)  0.00
H (5.393, -3.932, 1.801)  0.00
H (5.848, -1.808, 4.197)  0.00
H (7.293, -1.632, 3.210)  0.00
H (6.589, -3.235, 3.400)  0.00
H (4.294, -0.517, 1.241)  0.00
H (4.734, -0.254, 3.002)  0.00
H (5.861, 0.099, 1.732)  0.00
C (-2.552, -2.458, -0.429)  0.01
O (-2.071, -1.441, -0.894)  0.04
N (-3.695, -3.008, -0.850)  0.00
C (-4.635, -2.277, -1.665)  0.00
C (-4.201, -4.213, -0.231)  0.00
H (-2.075, -2.995, 0.400)  0.00
H (-5.548, -2.107, -1.084)  0.00
H (-4.917, -2.868, -2.537)  0.00
H (-4.210, -1.322, -1.954)  0.00
H (-3.400, -4.725, 0.297)  0.00
H (-5.075, -4.065, 0.404)  0.00
H (-4.486, -4.886, -1.047)  0.00
C (-2.370, -1.545, 3.205)  0.00
O (-2.453, -2.726, 3.500)  0.00
N (-3.409, -0.675, 3.313)  0.00
C (-4.705, -1.128, 3.762)  0.00
C (-3.221, 0.750, 3.178)  0.00
H (-1.446, -1.035, 2.893)  0.00
H (-4.883, -2.150, 3.435)  0.00
H (-5.504, -0.509, 3.347)  0.00
H (-4.785, -1.086, 4.854)  0.00
H (-3.819, 1.113, 2.333)  0.00
H (-3.475, 1.286, 4.094)  0.00
H (-2.197, 0.986, 2.883)  0.00

Forces on atoms 1 to 2 (eV/Å):
0.5 1.7 0.2
1.8 -0.4 0.7